(1)
Density functional theory data (wB97M-V/def2-TZVPD) for one molecule with the formula C8H6N2O at a distorted geometry.

The calculation puts the molar mass at 146.1 g/mol. The HOMO energy is -8.92 eV. The spin multiplicity is 1.

CARTESIAN COORDINATES (ANGSTROEM)
O (2.12, 2.30, -0.42)
N (2.74, 0.11, 0.19)
N (1.06, -1.62, -0.15)
C (1.73, 1.12, -0.13)
C (0.00, -0.76, -0.14)
C (-2.32, -0.04, -0.16)
C (2.36, -1.09, 0.17)
C (-1.34, -1.08, -0.26)
C (-1.98, 1.28, 0.25)
C (0.41, 0.64, -0.11)
C (-0.61, 1.54, 0.15)
H (-3.35, -0.35, -0.15)
H (-1.61, -2.11, -0.37)
H (0.65, -2.63, -0.10)
H (3.17, -1.89, 0.50)
H (-2.70, 1.99, 0.36)
H (-0.34, 2.59, 0.38)

Results of the natural (NBO) charge analysis, in e, for atoms 1 through 2: number 1, O, carries -0.558; number 2, N, carries -0.476


(2)
Density functional theory data (wB97M-V/def2-TZVPD) for one molecule with the formula C8H6N2O at a distorted geometry.

The calculation puts the molar mass at 146.1 g/mol. The HOMO energy is -9.02 eV. The spin multiplicity is 1.

CARTESIAN COORDINATES (ANGSTROEM)
O (1.92, 0.71, 0.77)
N (1.98, -0.99, -0.68)
N (-0.94, -1.31, 0.39)
C (-0.25, -0.13, -0.01)
C (-3.00, -0.15, 0.05)
C (-2.23, -1.27, 0.34)
C (-2.37, 1.08, -0.31)
C (3.22, 0.41, 0.49)
C (-0.96, 1.03, -0.32)
C (1.20, -0.21, -0.04)
C (3.21, -0.58, -0.42)
H (-2.78, -2.23, 0.66)
H (-2.68, 1.94, -0.53)
H (3.88, 0.99, 1.02)
H (4.21, -1.22, -0.90)
H (-0.41, 1.94, -0.74)
H (-3.99, -0.01, 0.23)

Results of the natural (NBO) charge analysis, in e, for atoms 1 through 2: number 1, O, carries -0.407; number 2, N, carries -0.433


(3)
Density functional theory data (wB97M-V/def2-TZVPD) for one molecule with the formula C8H6N2O2S at a distorted geometry.

The calculation puts the molar mass at 194.2 g/mol. The HOMO energy (spin up / spin down) is -8.72 / -8.88 eV. The spin multiplicity is 1.

CARTESIAN COORDINATES (ANGSTROEM)
S (-1.58, 2.24, 3.43)
O (-1.98, 3.64, 3.33)
O (-0.71, 1.86, 4.61)
N (-1.89, 2.70, -0.13)
N (0.31, 0.97, 1.98)
C (-0.62, 0.69, -0.07)
C (-0.67, 0.06, -1.36)
C (1.05, -0.98, 0.64)
C (-1.20, 1.89, 0.53)
C (0.21, 0.13, 0.86)
C (-0.64, 1.93, 2.01)
C (1.03, -1.54, -0.63)
C (0.12, -1.05, -1.60)
H (0.02, -1.50, -2.49)
H (-2.24, 3.47, 0.32)
H (-1.22, 0.45, -2.17)
H (1.45, -2.42, -0.88)
H (1.77, -1.40, 1.42)
H (0.70, 0.50, 2.80)

Results of the natural (NBO) charge analysis, in e, for atoms 1 through 2: number 1, S, carries 1.700; number 2, O, carries -0.930


(4)
Density functional theory data (wB97M-V/def2-TZVPD) for a 2-piece molecular cluster, C8H6N3O overall at a distorted geometry.

The calculation puts the molar mass at 160.2 g/mol. The HOMO energy is -2.66 eV. The charge is -1. The spin multiplicity is 1.

CARTESIAN COORDINATES (ANGSTROEM)
O (2.78, -0.87, 1.73)
N (0.73, 0.37, 1.66)
N (5.23, 2.25, 3.53)
N (4.04, 1.40, 1.53)
C (-2.17, -1.97, 1.68)
C (-3.23, -1.05, 1.68)
C (-1.65, 0.78, 1.68)
C (1.82, -0.20, 1.69)
C (-0.60, -0.15, 1.67)
C (-2.97, 0.33, 1.68)
C (-0.85, -1.52, 1.68)
C (4.72, 1.83, 2.53)
H (-2.37, -3.04, 1.68)
H (-0.01, -2.22, 1.68)
H (-3.79, 1.04, 1.68)
H (4.63, 1.25, 0.71)
H (-4.26, -1.41, 1.68)
H (-1.41, 1.84, 1.68)

Results of the natural (NBO) charge analysis, in e, for atoms 1 through 2: number 1, O, carries -0.468; number 2, N, carries -0.606


(5)
Density functional theory data (wB97M-V/def2-TZVPD) for one molecule with the formula C8H6N4O2 at a distorted geometry.

The calculation puts the molar mass at 190.2 g/mol. The HOMO energy (spin up / spin down) is -8.92 / -8.92 eV. The spin multiplicity is 1.

CARTESIAN COORDINATES (ANGSTROEM)
O (1.63, -1.82, -2.81)
O (1.63, -1.95, -0.58)
N (-1.20, -0.25, -3.82)
N (3.35, 0.95, 1.76)
N (0.63, 2.43, -0.27)
N (1.01, -1.54, -1.77)
C (0.48, 1.08, -0.17)
C (-1.00, -1.44, -0.53)
C (1.08, -1.32, 0.61)
C (-0.22, -1.14, -1.69)
C (2.46, 0.66, 1.12)
C (1.30, 0.20, 0.49)
C (-0.38, -1.64, 0.62)
C (-0.84, -0.80, -2.89)
H (-0.75, -2.12, 1.51)
H (-0.24, 3.03, -0.38)
H (1.45, 2.87, 0.20)
H (1.69, -1.69, 1.39)
H (-2.10, -1.78, -0.65)
H (-0.49, 0.90, -0.60)

Results of the natural (NBO) charge analysis, in e, for atoms 1 through 2: number 1, O, carries -0.380; number 2, O, carries -0.309


(6)
Density functional theory data (wB97M-V/def2-TZVPD) for one molecule with the formula C8H6O3S at a distorted geometry.

The calculation puts the molar mass at 182.2 g/mol. The HOMO energy is -9.51 eV. The spin multiplicity is 1.

CARTESIAN COORDINATES (ANGSTROEM)
S (-2.61, -0.06, -0.72)
O (-2.15, -2.60, 1.68)
O (-0.89, -4.18, 0.60)
O (-3.07, -0.67, 2.44)
C (1.00, -0.20, -0.62)
C (-1.14, -3.01, 0.74)
C (0.47, 0.88, 0.31)
C (-0.67, 0.74, 0.97)
C (-2.26, -1.20, 1.76)
C (0.68, -1.57, -0.28)
C (-0.52, -1.79, 0.24)
C (-1.42, -0.55, 0.78)
H (1.47, -2.32, -0.62)
H (2.16, 0.02, -0.81)
H (-1.19, 1.40, 1.62)
H (-3.78, 0.11, 0.00)
H (0.98, 1.94, 0.43)
H (0.50, 0.17, -1.52)

Results of the natural (NBO) charge analysis, in e, for atoms 1 through 2: number 1, S, carries -0.060; number 2, O, carries -0.498


(7)
Density functional theory data (wB97M-V/def2-TZVPD) for C8H7Br6NO2 as an isolated structure.

The calculation puts the molar mass at 628.6 g/mol. The HOMO energy is -10.18 eV. The spin multiplicity is 1.

CARTESIAN COORDINATES (ANGSTROEM)
Br (2.99, 2.00, 4.42)
Br (2.73, 3.56, -2.94)
Br (-0.32, 2.83, -2.57)
Br (2.45, 1.25, 1.38)
Br (0.12, 2.49, 3.12)
Br (1.72, 0.63, -3.64)
O (1.36, -3.12, -0.29)
O (1.87, -1.11, -0.83)
N (1.08, -1.95, -0.48)
C (-0.31, -1.55, -0.24)
C (-1.98, 0.16, -0.04)
C (-0.65, -0.21, -0.19)
C (1.48, 2.17, -2.51)
C (1.70, 1.39, 3.14)
C (-2.60, -2.16, 0.02)
C (-1.28, -2.53, -0.15)
C (-2.95, -0.81, 0.12)
H (0.10, 0.55, -0.39)
H (-3.98, -0.52, 0.24)
H (1.69, 1.83, -1.50)
H (-2.22, 1.21, -0.04)
H (-1.04, -3.58, -0.22)
H (-3.33, -2.94, 0.17)
H (1.38, 0.41, 3.44)

Results of the natural (NBO) charge analysis, in e, for atoms 1 through 2: number 1, Br, carries 0.104; number 2, Br, carries 0.099


(8)
Density functional theory data (wB97M-V/def2-TZVPD) for C8H7Cl2CoN3O4Ru as an isolated structure at a distorted geometry.

The calculation puts the molar mass at 440.1 g/mol. The HOMO energy (spin up / spin down) is -23.61 / -25.47 eV. The charge is +4. The spin multiplicity is 10.

CARTESIAN COORDINATES (ANGSTROEM)
Ru (0.10, -0.04, -0.07)
Co (-1.58, 2.41, -0.90)
Cl (-1.70, 0.24, -1.58)
Cl (0.68, 2.30, -0.79)
O (-4.49, 2.61, -0.94)
O (-1.14, -2.51, 1.04)
O (-1.35, 5.11, 0.18)
O (1.93, -0.73, 2.01)
N (2.06, -0.66, -0.25)
N (3.97, -1.27, 0.99)
N (2.06, -0.36, -2.50)
C (2.64, -0.87, 1.00)
C (-3.33, 2.53, -0.94)
C (2.75, -0.67, -1.40)
C (4.67, -1.35, -0.18)
C (-0.60, -1.56, 0.62)
C (4.11, -1.03, -1.38)
C (4.64, -1.66, 2.23)
C (-1.47, 4.05, -0.27)
H (4.96, -2.70, 2.14)
H (5.70, -1.69, -0.06)
H (5.53, -1.04, 2.37)
H (2.54, -0.38, -3.38)
H (3.93, -1.54, 3.05)
H (1.10, -0.05, -2.45)
H (4.64, -1.08, -2.33)

Results of the natural (NBO) charge analysis, in e, for atoms 1 through 2: number 1, Ru, carries 1.290; number 2, Co, carries 1.157


(9)
Density functional theory data (wB97M-V/def2-TZVPD) for one molecule with the formula C8H7Cl2NO2 at a distorted geometry.

The calculation puts the molar mass at 220.1 g/mol. The HOMO energy (spin up / spin down) is -4.95 / -9.52 eV. The spin multiplicity is 3.

CARTESIAN COORDINATES (ANGSTROEM)
Cl (-2.30, -1.29, 1.44)
Cl (-0.02, -3.43, 0.16)
O (2.85, -0.79, 0.57)
O (2.69, -2.43, -0.92)
N (0.83, -1.50, 1.83)
C (-1.59, 1.45, -1.32)
C (-2.14, 0.58, -0.40)
C (0.72, -1.84, 0.45)
C (0.40, 0.14, -1.18)
C (-0.18, -0.63, -0.19)
C (-0.33, 1.19, -1.77)
C (2.20, -1.73, -0.07)
C (-1.49, -0.37, 0.23)
H (-3.06, 0.90, -0.02)
H (1.09, -2.40, 2.25)
H (2.21, -0.59, 1.44)
H (0.10, 1.67, -2.59)
H (-0.20, -1.37, 2.10)
H (-2.13, 2.25, -1.81)
H (1.23, -0.26, -1.56)

Results of the natural (NBO) charge analysis, in e, for atoms 1 through 2: number 1, Cl, carries 0.108; number 2, Cl, carries -0.033


(10)
Density functional theory data (wB97M-V/def2-TZVPD) for one molecule with the formula C8H7F3O3 at a distorted geometry.

The calculation puts the molar mass at 208.1 g/mol. The HOMO energy is -10.57 eV. The spin multiplicity is 1.

CARTESIAN COORDINATES (ANGSTROEM)
F (-2.59, -2.05, -0.17)
F (-3.11, -0.25, -1.14)
F (-1.18, -1.07, -1.39)
O (2.62, 1.73, -0.54)
O (3.39, -0.22, -1.36)
O (0.83, 2.97, -1.15)
C (-2.14, -0.85, -0.52)
C (1.41, -0.16, -0.01)
C (2.64, 0.37, -0.73)
C (0.57, 0.86, -0.01)
C (-1.71, -0.13, 0.73)
C (1.21, -1.52, 0.56)
C (-0.82, 1.09, 0.50)
C (1.27, 2.04, -0.66)
H (-1.30, -0.84, 1.43)
H (-1.32, 1.71, -0.24)
H (0.64, -2.17, -0.09)
H (-0.78, 1.70, 1.40)
H (-2.62, 0.22, 1.19)
H (0.80, -1.44, 1.55)
H (2.19, -1.99, 0.66)

Results of the natural (NBO) charge analysis, in e, for atoms 1 through 2: number 1, F, carries -0.334; number 2, F, carries -0.314


(11)
Density functional theory data (wB97M-V/def2-TZVPD) for a 2-piece molecular cluster, C8H7FN2O2 overall at a distorted geometry.

The calculation puts the molar mass at 182.2 g/mol. The HOMO energy is -8.72 eV. The spin multiplicity is 1.

CARTESIAN COORDINATES (ANGSTROEM)
F (-3.24, -2.02, 2.46)
O (-2.67, -0.58, 0.27)
O (-1.87, 2.47, 1.17)
N (-3.16, -0.06, 1.31)
N (-1.02, 1.81, 0.67)
C (-3.38, -0.69, 2.41)
C (0.86, 0.57, -0.51)
C (1.86, 1.26, -1.22)
C (1.92, -1.54, -0.96)
C (2.86, -0.88, -1.73)
C (0.87, -0.82, -0.34)
C (2.86, 0.54, -1.87)
C (-0.22, 1.24, 0.06)
H (3.66, 0.95, -2.30)
H (0.21, -1.42, 0.20)
H (-3.56, -0.06, 3.32)
H (1.73, 2.28, -1.20)
H (-3.36, 1.03, 1.29)
H (3.53, -1.56, -2.15)
H (2.13, -2.53, -0.89)

Results of the natural (NBO) charge analysis, in e, for atoms 1 through 2: number 1, F, carries -0.293; number 2, O, carries -0.551


(12)
Density functional theory data (wB97M-V/def2-TZVPD) for C8H7HoN2O15P2 as an isolated structure at a distorted geometry.

The calculation puts the molar mass at 598.0 g/mol. The HOMO energy (spin up / spin down) is -3.43 / -3.43 eV. The charge is -2. The spin multiplicity is 5.

CARTESIAN COORDINATES (ANGSTROEM)
Ho (0.24, -0.12, 0.27)
P (3.02, -0.01, 0.82)
P (0.99, -0.08, 3.11)
O (-0.10, -2.16, -0.02)
O (1.02, -0.93, 4.31)
O (-0.07, 4.16, -4.00)
O (4.45, -0.27, 1.08)
O (-1.85, -0.19, -0.14)
O (2.33, -0.39, -0.46)
O (-0.28, 0.13, 2.31)
O (-1.71, -3.69, -0.19)
O (2.68, 1.58, 0.98)
O (0.20, 2.17, -0.15)
O (0.08, 3.85, -1.63)
O (-0.26, 2.90, -5.84)
O (-3.57, -1.62, -0.11)
O (1.55, 1.41, 3.45)
O (2.10, -0.67, 2.02)
N (0.09, 0.29, -2.16)
N (-0.14, 0.55, -4.31)
C (0.12, 2.63, -1.31)
C (-0.03, -0.34, -3.30)
C (-1.33, -2.54, -0.08)
C (-0.04, -1.82, -3.46)
C (-2.38, -1.36, -0.10)
C (0.05, 1.63, -2.43)
C (-0.08, 1.82, -3.78)
C (-0.15, 3.01, -4.63)
H (3.30, 1.95, 1.62)
H (1.21, 2.00, 2.77)
H (0.06, 4.02, -2.97)
H (-0.97, -2.16, -3.92)
H (-0.24, 0.38, -5.30)
H (0.05, -2.26, -2.47)
H (0.80, -2.15, -4.08)

Results of the natural (NBO) charge analysis, in e, for atoms 1 through 2: number 1, Ho, carries 1.835; number 2, P, carries 2.531